(1)
Molecular formula: C13H48F2N23O17S2
Method: DFT, ωB97M-V with the def2-TZVPD basis set

Output
HOMO (spin up / spin down) ... -3.65 / -3.53 eV
2S+1 ... 2
E_tot ... -110448.2734 eV
Total charge ... -2

Cartesian coordinates (Å):
N1 -10.72 7.35 -5.22
S1 -12.18 8.01 -5.25
O1 -13.38 7.22 -5.49
O2 -12.15 9.51 -5.40
F1 -12.20 7.73 -3.71
S2 -10.79 7.49 -6.89
O3 -10.53 8.78 -7.56
O4 -11.77 6.54 -7.51
F2 -9.33 6.78 -7.18
O5 -9.90 3.06 -5.41
C1 -10.93 3.50 -6.25
C2 -12.01 2.50 -6.90
O6 -12.75 1.70 -6.03
H1 -10.64 4.11 -7.11
H2 -11.42 4.34 -5.75
H3 -11.49 1.91 -7.65
H4 -12.74 3.00 -7.53
C3 -16.41 1.35 -7.68
O7 -16.45 0.18 -7.75
N2 -17.38 2.18 -7.95
N3 -15.43 2.01 -7.09
H5 -18.29 1.96 -8.33
H6 -17.23 3.17 -7.84
H7 -15.51 3.02 -7.08
H8 -14.68 1.52 -6.62
C4 -16.47 5.75 -8.75
O8 -16.89 4.76 -9.30
N4 -17.27 6.79 -8.55
N5 -15.30 5.91 -8.08
H9 -16.88 7.65 -8.17
H10 -18.20 6.73 -8.94
H11 -14.52 5.29 -8.12
H12 -15.11 6.81 -7.66
C5 -14.13 4.20 -3.78
O9 -14.65 4.97 -2.97
N6 -14.50 4.36 -5.07
N7 -13.22 3.36 -3.56
H13 -15.05 5.19 -5.23
H14 -14.23 3.64 -5.73
H15 -12.95 2.78 -4.34
H16 -13.22 2.95 -2.64
C6 -12.62 -2.31 -5.49
O10 -11.63 -2.00 -4.80
N8 -13.06 -3.51 -5.55
N9 -13.25 -1.52 -6.28
H17 -13.56 -3.84 -6.36
H18 -12.84 -4.14 -4.79
H19 -13.01 -0.54 -6.35
H20 -13.85 -1.88 -7.01
C7 -12.47 4.15 -10.56
O11 -12.95 3.48 -11.46
N10 -11.26 3.92 -9.99
N11 -13.17 5.04 -9.86
H21 -10.99 4.35 -9.12
H22 -10.67 3.25 -10.46
H23 -14.08 5.40 -10.12
H24 -12.72 5.56 -9.12
C8 -6.49 5.14 -4.85
O12 -5.57 5.76 -4.36
N12 -7.44 4.49 -4.24
N13 -6.52 5.05 -6.17
H25 -8.08 3.86 -4.70
H26 -7.49 4.54 -3.23
H27 -5.82 5.63 -6.61
H28 -7.36 4.85 -6.68
C9 -13.96 -0.13 -10.45
O13 -13.61 -0.33 -11.58
N14 -13.40 0.76 -9.69
N15 -14.80 -0.87 -9.88
H29 -12.69 1.34 -10.11
H30 -13.77 0.97 -8.77
H31 -15.37 -0.58 -9.09
H32 -15.34 -1.45 -10.51
C10 -14.76 0.12 -2.94
O14 -13.56 0.03 -2.78
N16 -15.73 -0.45 -2.26
N17 -15.30 0.97 -3.75
H33 -15.42 -0.87 -1.40
H34 -16.63 -0.13 -2.57
H35 -14.54 1.40 -4.26
H36 -16.16 0.73 -4.22
C11 -7.01 0.30 -3.97
O15 -7.99 -0.07 -3.30
N18 -7.05 1.19 -4.97
N19 -5.85 -0.30 -4.10
H37 -6.30 1.14 -5.64
H38 -7.90 1.63 -5.31
H39 -5.17 0.12 -4.72
H40 -5.65 -1.03 -3.44
C12 -9.19 -0.92 -7.21
O16 -9.59 -0.96 -6.08
N20 -8.00 -1.40 -7.50
N21 -9.76 -0.31 -8.19
H41 -7.67 -1.59 -8.44
H42 -7.27 -1.75 -6.89
H43 -9.25 -0.41 -9.06
H44 -10.52 0.32 -7.99
C13 -7.10 3.25 -9.10
O17 -7.78 4.21 -9.39
N22 -5.87 3.03 -9.57
N23 -7.46 2.33 -8.23
H45 -5.25 2.42 -9.07
H46 -5.70 3.79 -10.22
H47 -8.35 2.60 -7.83
H48 -6.95 1.51 -7.94


(2)
Molecular formula: C13H48N6O11
Method: DFT, ωB97M-V with the def2-TZVPD basis set

Output
Energy relative to the best compared isomer or geometry (same formula, charge and spin) ... 30.1 kcal/mol
HOMO ... -9.22 eV
Structure (SMILES) ... NC(N)=O.NC(N)=O.NC(N)=O.CCO.CCO.CO.CO.CO.CO.CO.CO
E_tot ... -45717.6963 eV
Total charge ... 0

Cartesian coordinates (Å):
C1 -5.31 -13.18 -4.97
O1 -5.15 -14.60 -4.78
H1 -6.33 -13.00 -5.32
H2 -5.11 -12.55 -4.10
H3 -4.60 -12.86 -5.73
H4 -5.73 -15.07 -5.38
C2 -11.50 -3.37 -3.98
O2 -12.48 -3.04 -2.98
H5 -11.59 -2.68 -4.82
H6 -10.52 -3.34 -3.51
H7 -11.88 -4.33 -4.33
H8 -12.52 -2.09 -2.81
C3 -16.54 -6.85 -7.29
O3 -16.47 -7.77 -6.21
H9 -16.85 -7.43 -8.16
H10 -17.32 -6.09 -7.24
H11 -15.54 -6.43 -7.35
H12 -16.03 -7.40 -5.44
C4 -14.76 -14.23 -0.06
O4 -13.84 -14.23 -1.11
H13 -15.39 -13.35 -0.14
H14 -15.21 -15.22 -0.20
H15 -14.35 -14.25 0.95
H16 -14.18 -13.69 -1.83
C5 -13.45 -8.03 -0.27
O5 -14.44 -7.39 -1.05
H17 -12.47 -8.07 -0.76
H18 -13.38 -7.66 0.75
H19 -13.80 -9.02 0.01
H20 -14.08 -6.52 -1.23
C6 -12.13 -10.96 -5.39
O6 -13.34 -11.63 -5.47
H21 -11.79 -10.91 -6.43
H22 -12.20 -9.94 -5.00
H23 -11.48 -11.65 -4.87
H24 -14.03 -11.00 -5.68
C7 -9.72 -16.91 -8.68
O7 -9.00 -16.91 -7.72
N1 -9.69 -17.94 -9.47
N2 -10.64 -16.01 -8.87
H25 -10.65 -18.13 -9.72
H26 -9.09 -18.69 -9.15
H27 -10.81 -15.31 -8.16
H28 -11.36 -16.26 -9.53
C8 -16.15 -11.91 -11.45
O8 -15.17 -11.12 -11.54
N3 -16.84 -12.36 -12.44
N4 -16.74 -12.33 -10.39
H29 -16.59 -12.16 -13.39
H30 -17.79 -12.65 -12.22
H31 -17.40 -13.09 -10.46
H32 -16.44 -11.98 -9.50
C9 -9.90 -17.86 -1.13
O9 -9.31 -18.92 -1.23
N5 -10.57 -17.38 -0.10
N6 -9.92 -17.00 -2.08
H33 -11.33 -16.77 -0.35
H34 -10.61 -17.82 0.81
H35 -9.50 -17.07 -3.00
H36 -10.23 -16.09 -1.78
C10 -19.15 -15.05 -4.47
C11 -18.15 -16.08 -5.02
O10 -18.72 -17.35 -5.35
H37 -18.58 -14.12 -4.34
H38 -19.45 -15.42 -3.49
H39 -19.91 -14.87 -5.23
H40 -17.51 -16.42 -4.21
H41 -17.57 -15.81 -5.91
H42 -18.36 -17.63 -6.20
C12 -6.81 -7.23 -9.92
C13 -7.49 -7.14 -8.65
O11 -7.11 -8.13 -7.69
H43 -5.74 -7.35 -9.72
H44 -6.97 -6.46 -10.67
H45 -6.96 -8.21 -10.37
H46 -8.58 -7.03 -8.67
H47 -7.19 -6.16 -8.28
H48 -7.27 -8.07 -6.74


(3)
Molecular formula: C13H4Br4ClO4Re
Method: DFT, ωB97M-V with the def2-TZVPD basis set

Output
Energy relative to the best compared isomer or geometry (same formula, charge and spin) ... 33.9 kcal/mol
HOMO (spin up / spin down) ... -11.01 / -10.99 eV
2S+1 ... 2
E_tot ... -316543.3061 eV
Total charge ... +1

Cartesian coordinates (Å):
Re1 -2.53 0.16 -1.12
Br1 2.55 -3.87 -1.93
C1 1.15 -2.82 -1.28
C2 0.54 -3.26 0.03
Br2 1.28 -4.79 0.82
C3 -0.47 -2.66 0.76
Br3 -1.07 -3.17 2.43
C4 -1.10 -1.44 0.18
O1 -2.30 -0.85 0.51
C5 -0.28 -0.84 -1.59
O2 -0.99 0.09 -2.30
C6 0.84 -1.72 -2.05
Br4 1.71 -1.17 -3.58
Cl1 2.65 3.24 2.31
C7 1.20 2.80 1.49
C8 0.19 3.73 1.33
C9 -0.96 3.35 0.67
C10 -1.10 2.06 0.18
O3 -2.33 1.84 -0.46
C11 -0.08 1.09 0.32
C12 0.00 -0.36 -0.12
O4 -1.31 -1.80 -1.21
C13 1.06 1.52 1.00
H1 0.29 4.74 1.72
H2 -1.78 4.04 0.52
H3 0.97 -0.72 0.21
H4 1.88 0.83 1.15


(4)
Molecular formula: C13H4Br4ClO4Re
Method: DFT, ωB97M-V with the def2-TZVPD basis set

Output
Energy relative to the best compared isomer or geometry (same formula, charge and spin) ... 33.9 kcal/mol
HOMO (spin up / spin down) ... -11.00 / -10.99 eV
2S+1 ... 2
E_tot ... -316543.3072 eV
Total charge ... +1

Cartesian coordinates (Å):
Re1 -0.23 -0.45 -0.12
Br1 0.85 -4.44 -5.19
C1 0.13 -3.30 -3.88
C2 -1.12 -2.54 -4.27
Br2 -1.78 -2.86 -6.00
C3 -1.88 -1.68 -3.51
Br3 -3.48 -0.90 -4.01
C4 -1.41 -1.39 -2.13
O1 -1.77 -0.35 -1.29
C5 0.28 -2.41 -1.60
O2 0.91 -1.97 -0.46
C6 0.80 -3.30 -2.68
Br4 2.25 -4.35 -2.23
Cl1 -4.04 -6.06 1.29
C7 -3.16 -4.59 1.29
C8 -3.07 -3.83 2.45
C9 -2.35 -2.65 2.42
C10 -1.73 -2.23 1.25
O3 -1.05 -1.02 1.39
C11 -1.81 -2.98 0.05
C12 -1.23 -2.73 -1.33
O4 0.02 -1.16 -2.31
C13 -2.54 -4.16 0.13
H1 -3.55 -4.16 3.36
H2 -2.25 -2.04 3.30
H3 -1.54 -3.56 -1.94
H4 -2.64 -4.78 -0.75


(5)
Molecular formula: C13H50N6O12
Method: DFT, ωB97M-V with the def2-TZVPD basis set

Output
Energy relative to the best compared isomer or geometry (same formula, charge and spin) ... 97.1 kcal/mol
HOMO ... -8.09 eV
Structure (SMILES) ... NC(N)=O.NC(N)=O.NC(N)=O.CCO.CO.CO.CO.CO.CO.CO.CO.CO
E_tot ... -47793.9742 eV
Total charge ... 0

Cartesian coordinates (Å):
C1 -5.03 0.03 -10.09
C2 -4.58 -1.28 -10.58
O1 -4.31 -1.31 -11.95
H1 -4.80 0.17 -9.08
H2 -6.00 0.30 -10.33
H3 -4.57 0.80 -10.67
H4 -5.37 -2.05 -10.30
H5 -3.74 -1.59 -9.94
H6 -4.47 -2.16 -12.36
C3 -2.88 8.23 -12.13
O2 -3.26 6.99 -11.75
N1 -3.38 9.28 -11.68
N2 -2.45 8.64 -13.27
H7 -2.67 10.01 -11.50
H8 -4.05 9.32 -10.91
H9 -1.54 8.98 -13.21
H10 -2.20 7.77 -13.85
C4 -3.61 2.39 -7.70
O3 -4.76 2.75 -6.96
N3 -2.80 1.36 -7.54
N4 -3.19 2.97 -8.78
H11 -3.22 0.74 -6.72
H12 -1.80 1.30 -7.82
H13 -3.76 3.81 -9.12
H14 -2.27 2.81 -9.11
C5 -5.11 4.30 -14.95
O4 -5.35 3.53 -16.03
N5 -5.80 5.28 -14.55
N6 -4.00 4.17 -14.25
H15 -6.70 5.17 -15.07
H16 -5.74 5.76 -13.57
H17 -3.46 3.26 -14.35
H18 -3.67 4.81 -13.52
C6 -8.60 2.64 -8.63
O5 -7.56 1.79 -9.04
H19 -9.14 3.09 -9.43
H20 -8.18 3.36 -7.90
H21 -9.32 2.08 -7.96
H22 -7.12 1.52 -8.26
C7 -6.04 1.24 -13.43
O6 -4.70 0.84 -13.49
H23 -6.85 0.58 -13.86
H24 -6.33 2.15 -13.98
H25 -6.14 1.47 -12.39
H26 -4.55 0.15 -12.86
C8 -1.72 0.89 -11.17
O7 -0.39 1.24 -11.42
H27 -1.96 1.44 -10.26
H28 -1.91 -0.17 -11.02
H29 -2.50 1.23 -11.82
H30 0.03 1.44 -10.57
C9 -1.19 4.55 -11.30
O8 -2.01 4.42 -12.47
H31 -1.30 5.55 -10.74
H32 -0.13 4.50 -11.53
H33 -1.45 3.74 -10.61
H34 -1.62 3.66 -12.94
C10 -6.57 5.33 -8.25
O9 -6.28 5.60 -6.88
H35 -7.55 5.58 -8.54
H36 -6.44 4.22 -8.60
H37 -5.89 6.01 -8.82
H38 -5.85 6.47 -6.89
C11 -7.32 6.14 -11.62
O10 -6.06 6.34 -12.08
H39 -7.39 6.83 -10.81
H40 -7.57 5.17 -11.13
H41 -8.14 6.39 -12.36
H42 -5.49 6.08 -11.35
C12 -9.39 1.33 -12.17
O11 -8.63 2.40 -11.64
H43 -10.44 1.44 -11.75
H44 -9.07 0.38 -11.74
H45 -9.40 1.08 -13.27
H46 -8.36 2.17 -10.74
C13 -5.14 3.50 -11.15
O12 -4.42 4.66 -10.72
H47 -5.94 3.91 -11.78
H48 -5.54 2.91 -10.32
H49 -4.37 2.95 -11.69
H50 -3.60 4.85 -11.21


(6)
Molecular formula: C13H50N6O17
Method: DFT, ωB97M-V with the def2-TZVPD basis set

Output
HOMO (spin up / spin down) ... -12.04 / -12.04 eV
2S+1 ... 2
E_tot ... -58028.3150 eV
Total charge ... +1

Cartesian coordinates (Å):
C1 -4.12 3.54 -2.63
C2 -2.91 2.60 -2.53
O1 -1.76 3.07 -3.23
O2 -4.43 3.81 -3.95
H1 -4.00 4.46 -2.07
H2 -5.03 3.01 -2.35
H3 -3.23 1.60 -2.83
H4 -2.82 2.46 -1.45
H5 -1.08 2.41 -3.13
H6 -3.77 4.42 -4.29
C3 4.26 0.10 0.11
C4 3.69 1.11 -1.01
O3 4.27 1.15 -2.26
O4 4.26 -1.24 -0.32
H7 3.51 0.23 0.89
H8 5.28 0.40 0.32
H9 3.55 2.07 -0.53
H10 2.65 0.83 -1.21
H11 5.14 1.55 -2.22
H12 4.87 -1.31 -1.05
C5 -2.93 2.38 1.90
C6 -2.96 3.76 2.47
O5 -3.71 4.80 1.89
O6 -2.49 1.41 2.83
H13 -2.31 2.42 1.01
H14 -3.94 2.13 1.57
H15 -2.01 4.23 2.73
H16 -3.36 3.61 3.48
H17 -4.12 5.27 2.62
H18 -3.05 1.35 3.61
C7 2.33 -3.63 -2.40
C8 1.31 -4.73 -2.60
O7 1.35 -5.70 -1.53
O8 3.67 -4.10 -2.58
H19 2.05 -3.15 -1.46
H20 2.22 -2.81 -3.11
H21 1.55 -5.23 -3.54
H22 0.26 -4.44 -2.65
H23 2.18 -6.18 -1.48
H24 4.24 -3.33 -2.69
C9 3.01 -4.55 2.82
C10 2.83 -3.15 2.19
O9 1.79 -2.47 2.94
O10 3.76 -4.50 4.06
H25 3.63 -5.12 2.12
H26 2.10 -5.12 2.92
H27 2.42 -3.17 1.18
H28 3.75 -2.57 2.08
H29 2.24 -2.19 3.74
H30 4.07 -5.39 4.20
C11 1.05 3.31 1.25
O11 0.39 2.98 2.16
N1 2.23 3.78 1.15
N2 0.66 3.23 0.03
H31 2.55 4.27 0.33
H32 2.52 4.09 2.08
H33 1.32 3.61 -0.64
H34 -0.25 2.84 -0.12
C12 -0.37 -0.26 0.32
O12 -1.23 0.35 -0.23
N3 -0.22 -0.21 1.59
N4 0.50 -0.94 -0.27
H35 0.53 -0.67 2.08
H36 -0.83 0.43 2.08
H37 0.57 -1.10 -1.27
H38 1.31 -1.01 0.33
C13 -1.94 -1.58 -3.02
O13 -0.83 -2.01 -2.68
N5 -2.71 -0.89 -2.26
N6 -2.48 -1.78 -4.15
H39 -3.69 -0.85 -2.47
H40 -2.40 -0.58 -1.35
H41 -2.09 -2.35 -4.88
H42 -3.32 -1.27 -4.39
O14 -3.47 -1.28 1.40
H43 -4.42 -1.22 1.32
H44 -3.15 -0.50 0.95
O15 -1.89 -1.65 4.06
H45 -1.71 -1.19 3.24
H46 -2.19 -2.52 3.79
O16 0.18 1.13 -2.94
H47 0.03 1.19 -1.99
H48 -0.04 0.22 -3.15
O17 -0.92 1.92 5.34
H49 -1.07 1.57 4.46
H50 -0.81 2.86 5.21


(7)
Molecular formula: C13H50O13
Method: DFT, ωB97M-V with the def2-TZVPD basis set

Output
Energy relative to the best compared isomer or geometry (same formula, charge and spin) ... 0.0 kcal/mol
HOMO ... -9.61 eV
Structure (SMILES) ... OCCO.CO.CO.CO.CO.CO.CO.CO.CO.CO.CO.CO
E_tot ... -40903.1645 eV
Total charge ... 0

Cartesian coordinates (Å):
C1 0.87 2.41 3.61
O1 -0.27 3.20 3.57
H1 0.86 1.59 2.89
H2 1.74 3.06 3.48
H3 1.01 1.95 4.59
H4 -0.93 2.79 4.13
C2 4.08 1.66 1.34
O2 4.68 0.56 0.73
H5 3.03 1.72 1.06
H6 4.12 1.52 2.42
H7 4.63 2.59 1.18
H8 4.13 -0.19 0.98
C3 2.35 -1.79 2.85
O3 3.31 -1.47 1.93
H9 2.34 -0.89 3.45
H10 1.40 -2.07 2.38
H11 2.65 -2.62 3.49
H12 3.53 -2.33 1.57
C4 -1.92 -3.05 -2.74
O4 -3.31 -3.36 -2.71
H13 -1.62 -2.14 -3.26
H14 -1.57 -3.05 -1.70
H15 -1.40 -3.87 -3.21
H16 -3.62 -3.45 -3.61
C5 0.37 -4.64 -0.05
O5 0.84 -4.48 -1.37
H17 -0.01 -3.71 0.37
H18 -0.46 -5.35 -0.04
H19 1.21 -5.00 0.55
H20 1.31 -3.65 -1.48
C6 2.29 3.66 -1.85
O6 3.15 3.40 -2.98
H21 2.80 3.49 -0.90
H22 2.02 4.71 -1.80
H23 1.42 3.00 -1.85
H24 2.61 3.52 -3.77
C7 2.82 -0.93 -2.96
O7 1.99 -2.06 -3.04
H25 3.80 -1.19 -2.57
H26 2.94 -0.43 -3.93
H27 2.39 -0.16 -2.31
H28 1.67 -2.12 -3.94
C8 -0.22 1.64 -4.03
O8 -0.28 3.01 -3.67
H29 -1.12 1.18 -3.63
H30 -0.18 1.38 -5.09
H31 0.52 1.21 -3.36
H32 -0.73 2.95 -2.83
C9 -0.96 3.88 -0.30
O9 -1.48 2.88 -1.17
H33 -0.46 3.41 0.55
H34 -0.17 4.45 -0.79
H35 -1.81 4.51 -0.05
H36 -1.51 2.02 -0.75
C10 -3.54 1.71 2.07
O10 -3.88 2.83 2.86
H37 -3.30 2.05 1.06
H38 -2.66 1.25 2.53
H39 -4.38 1.03 1.98
H40 -3.25 2.81 3.58
C11 0.46 -0.13 -0.23
O11 -0.84 0.45 -0.08
H41 1.06 0.52 -0.87
H42 0.99 -0.18 0.72
H43 0.36 -1.08 -0.75
H44 -1.43 -0.18 0.33
C12 -3.08 -2.41 1.06
C13 -3.81 -2.48 2.40
O12 -5.05 -3.13 2.27
O13 -1.79 -1.84 1.25
H45 -3.57 -1.79 0.32
H46 -2.95 -3.41 0.65
H47 -4.02 -1.45 2.70
H48 -3.23 -2.93 3.20
H49 -5.56 -2.59 1.66
H50 -1.34 -2.41 1.88